DFT (ωB97M-V with the def2-TZVPD basis set) results for a 9-piece molecular cluster, C18H39Cl6N3O15 overall at a distorted geometry.

The geometry in XYZ format:
```
81
Properties=species:S:1:pos:R:3:forces:R:3
C 1.086 1.923 -5.450 -0.679 0.354 0.480
N 1.010 0.512 -4.990 0.659 0.378 -0.146
O 0.964 0.346 -3.787 -0.097 -0.193 0.093
O 1.063 -0.357 -5.826 -0.241 -0.245 0.006
H 1.798 2.432 -4.807 0.276 -0.111 -0.224
H 0.116 2.364 -5.213 -0.055 -0.106 -0.171
H 1.295 1.968 -6.509 0.168 -0.101 0.002
C 4.536 0.032 -3.442 -1.914 0.303 -0.129
N 5.124 0.146 -4.789 1.398 -1.042 0.126
O 4.400 0.394 -5.723 -0.533 0.399 -0.057
O 6.318 -0.064 -4.885 0.083 0.177 -0.001
H 3.549 -0.397 -3.625 -0.018 0.147 0.185
H 4.388 1.063 -3.121 0.116 -0.117 0.294
H 5.029 -0.591 -2.711 0.760 0.148 -0.331
C -0.986 5.645 -0.923 -0.404 -0.545 -0.394
N -1.500 4.491 -1.736 0.776 -0.354 0.494
O -2.671 4.222 -1.668 -0.495 0.171 -0.044
O -0.685 3.867 -2.385 0.016 0.146 -0.438
H -1.394 5.502 0.071 -0.133 0.268 -0.002
H -1.378 6.506 -1.457 0.080 0.278 0.390
H 0.095 5.602 -0.915 0.040 0.032 -0.131
C -5.002 -1.666 -0.911 0.855 -0.469 0.773
O -5.799 -0.917 -0.004 -0.845 0.555 -0.190
C -5.518 -0.923 1.295 0.404 -0.105 -0.643
O -4.561 -1.457 1.795 -0.224 -0.067 0.300
O -6.458 -0.201 1.907 -0.362 -0.007 -0.103
C -6.662 -0.484 3.279 0.700 -0.319 0.991
H -5.210 -2.729 -0.787 -0.159 -0.007 -0.157
H -3.948 -1.526 -0.676 -0.048 0.065 -0.153
H -5.216 -1.335 -1.919 -0.189 0.106 0.032
H -5.743 -0.359 3.858 0.030 0.066 -0.183
H -6.975 -1.519 3.428 -0.143 0.045 -0.175
H -7.402 0.190 3.697 -0.153 0.109 -0.411
C 1.367 2.176 -0.954 0.852 0.125 -0.237
O 0.965 1.311 0.097 0.025 -0.657 -0.244
C -0.287 1.369 0.539 0.130 0.681 -0.142
O -1.056 2.268 0.321 -0.443 -0.116 0.012
O -0.455 0.303 1.290 0.445 -0.829 -0.095
C -1.662 -0.098 1.898 -0.508 0.374 1.359
H 1.453 3.187 -0.562 -0.023 0.103 -0.226
H 0.797 2.133 -1.877 -0.713 -0.111 0.414
H 2.337 1.784 -1.261 0.170 0.203 0.345
H -1.609 0.217 2.947 -0.078 0.019 -0.066
H -1.698 -1.184 1.916 0.001 0.023 -0.420
H -2.590 0.316 1.509 0.295 0.064 -0.550
C 1.204 -7.645 3.618 0.066 -0.387 0.589
O 1.562 -6.330 4.032 0.374 0.142 -0.514
C 0.630 -5.383 4.012 0.220 0.035 0.263
O -0.555 -5.542 3.987 -0.466 -0.086 -0.185
O 1.272 -4.218 4.051 0.409 0.255 0.507
C 0.486 -3.018 4.091 0.200 -0.591 -1.652
H 0.795 -8.171 4.481 -0.197 -0.104 -0.154
H 2.140 -8.120 3.342 -0.002 0.013 -0.062
H 0.511 -7.678 2.782 -0.090 0.277 0.046
H 0.076 -2.799 5.070 -0.018 -0.034 0.031
H -0.257 -3.142 3.300 -0.508 0.232 0.520
H 1.169 -2.269 3.696 0.013 0.288 0.569
Cl 5.406 1.944 3.045 -0.210 -0.104 0.176
C 4.185 3.238 3.016 0.208 0.991 0.242
C 2.769 2.763 2.744 0.872 -0.936 -0.440
Cl 1.768 4.124 2.234 -0.349 0.291 0.294
H 4.533 3.979 2.300 -0.196 -0.248 -0.339
H 4.231 3.766 3.970 -0.028 -0.257 0.116
H 2.394 2.240 3.621 -0.399 0.329 0.028
H 2.747 2.062 1.912 0.098 0.006 0.040
Cl -2.508 0.489 -4.777 0.229 0.463 -0.014
C -3.342 1.177 -3.325 -0.013 -1.779 -0.077
C -2.526 0.969 -2.050 0.504 -0.201 -1.390
Cl -1.830 -0.699 -1.939 -0.069 0.310 0.059
H -4.213 0.526 -3.304 -0.424 0.579 0.151
H -3.542 2.216 -3.550 -0.152 0.096 0.294
H -3.120 1.080 -1.153 0.055 0.538 0.048
H -1.676 1.630 -2.179 0.059 0.097 0.840
Cl 2.362 -2.164 -1.169 -0.223 0.120 -0.211
C 3.031 -2.410 0.444 -0.154 -0.266 0.767
C 3.045 -1.166 1.306 0.396 0.624 -0.812
Cl 3.972 0.138 0.449 -0.007 -0.237 0.154
H 4.024 -2.834 0.330 0.057 0.087 0.023
H 2.397 -3.137 0.958 0.066 -0.100 -0.122
H 3.579 -1.325 2.240 -0.073 -0.179 0.039
H 2.056 -0.751 1.480 -0.070 -0.101 -0.057
```
Forces are in eV/Å.

Results
E_HOMO (eV): -10.30
ΔE to the lowest compared entry with this formula, charge and spin (kcal/mol): 0.0
Largest force on an atom (eV Å⁻¹): 1.94
LUMO level (Ha): 0.0062
HOMO-LUMO gap (eV): 10.47

***

DFT (ωB97M-V with the def2-TZVPD basis set) results for C10H11ClF4IrN2 as an isolated structure at a distorted geometry.

The geometry in XYZ format:
```
29
Properties=species:S:1:pos:R:3:forces:R:3
Ir -0.144 1.048 -1.719 2.096 -0.817 3.748
C 1.665 3.334 -0.679 0.401 0.736 -0.242
N 0.949 2.177 -0.131 -1.552 -1.163 -2.288
C -0.202 2.569 0.695 -0.324 0.349 0.502
C 1.857 1.208 0.497 0.408 -0.592 0.137
C 1.209 -0.144 0.793 0.699 0.137 0.478
N 0.152 -0.446 -0.142 -1.368 1.535 -2.217
C -0.639 -1.522 -0.046 -0.126 -0.111 -0.251
C -1.887 -1.570 -0.750 0.062 0.072 -0.005
F -2.242 -0.464 -1.436 -0.117 -0.280 -0.007
C -2.726 -2.649 -0.693 0.135 0.378 -0.086
F -3.883 -2.606 -1.307 0.008 -0.035 -0.062
C -2.359 -3.788 0.035 0.086 -0.001 0.024
C -1.162 -3.790 0.734 0.088 0.213 0.106
F -0.807 -4.844 1.430 0.055 -0.043 0.023
C -0.328 -2.685 0.732 -0.014 -0.167 -0.040
F 0.803 -2.721 1.403 -0.012 -0.094 0.043
H 2.084 3.949 0.125 -0.082 -0.206 0.131
H 0.990 3.970 -1.249 -0.114 -0.119 0.010
H 2.482 3.014 -1.322 -0.074 -0.143 0.007
H 0.123 3.135 1.575 0.141 -0.085 -0.052
H -0.751 1.695 1.046 0.047 -0.042 -0.017
H -0.870 3.222 0.132 0.079 -0.035 -0.087
H 2.254 1.616 1.433 -0.049 0.158 -0.117
H 2.697 1.060 -0.181 -0.064 0.122 -0.050
H 0.809 -0.189 1.812 -0.119 0.067 -0.120
H 2.003 -0.896 0.760 -0.102 0.051 -0.065
H -3.005 -4.658 0.053 -0.030 0.008 0.023
Cl 0.929 0.977 -3.600 -0.158 0.107 0.472
```
Forces are in eV/Å.

Results
E_HOMO (spin up / spin down) (eV): -16.67 / -16.75
ΔE to the lowest compared entry with this formula, charge and spin (kcal/mol): 29.6
Largest force on an atom (eV Å⁻¹): 4.37
LUMO level (spin up / spin down) (Ha): -0.3837 / -0.3881
HOMO-LUMO gap (spin up / spin down) (eV): 6.23 / 6.18
Net charge: +2
Multiplicity: 2

***

DFT (ωB97M-V with the def2-TZVPD basis set) results for C26H20Cl6GeN2O2Pt as an isolated structure.

The geometry in XYZ format:
```
58
Properties=species:S:1:pos:R:3:forces:R:3
Pt -0.944 -0.794 0.197 -0.071 -0.174 0.084
Cl 3.881 -6.034 1.763 0.013 -0.010 0.004
C 2.764 -4.882 1.099 0.002 0.008 0.029
C 2.443 -4.937 -0.267 -0.015 0.012 -0.027
C 1.562 -4.042 -0.802 0.017 -0.001 0.001
C 0.945 -3.030 -0.022 0.125 0.097 0.103
O 0.161 -2.218 -0.666 -0.204 -0.216 -0.001
C 1.277 -2.988 1.366 -0.015 0.019 -0.111
C 0.741 -2.069 2.315 -0.089 -0.049 -0.018
N -0.131 -1.151 2.062 0.128 -0.164 0.038
C -0.675 -0.301 3.049 -0.049 0.000 0.107
C -0.447 -0.362 4.400 0.034 -0.028 -0.106
C -0.999 0.603 5.262 -0.018 0.041 0.063
C -1.745 1.639 4.778 0.008 0.016 0.036
C -2.001 1.734 3.393 0.020 -0.066 -0.090
C -2.679 2.820 2.792 0.002 0.011 -0.003
C -2.810 2.872 1.437 -0.030 0.051 0.022
C -2.335 1.804 0.657 -0.026 -0.095 -0.002
N -1.767 0.748 1.196 -0.054 0.072 0.028
C -1.515 0.724 2.546 0.085 0.130 -0.014
C 2.196 -3.932 1.890 0.011 -0.021 -0.021
H 2.902 -5.692 -0.891 0.003 -0.005 0.005
H 1.315 -4.069 -1.854 -0.008 -0.007 0.000
H 1.104 -2.186 3.334 -0.004 -0.006 0.013
H 0.174 -1.141 4.819 0.003 0.007 0.022
H -0.800 0.529 6.323 0.000 -0.003 0.000
H -2.131 2.404 5.439 0.000 -0.002 0.004
H -3.058 3.618 3.418 -0.001 -0.001 0.002
H -3.277 3.711 0.944 0.005 -0.002 -0.010
H -2.414 1.812 -0.420 -0.018 0.005 0.002
H 2.446 -3.892 2.943 -0.002 0.008 0.002
Cl 5.356 4.412 -0.979 0.009 0.003 -0.008
C 3.829 3.608 -0.949 -0.007 -0.002 0.015
C 3.601 2.541 -0.084 -0.006 -0.002 -0.003
Cl 4.862 2.025 0.979 0.009 -0.004 0.006
C 2.376 1.897 -0.065 0.009 0.066 -0.024
Cl 2.087 0.605 1.043 0.079 -0.041 0.043
C 1.282 2.249 -0.912 0.038 0.055 -0.048
O 0.174 1.636 -0.900 -0.044 0.192 -0.052
C 1.564 3.366 -1.760 -0.016 -0.023 0.029
Cl 0.278 3.917 -2.780 -0.045 -0.019 -0.003
C 2.786 4.015 -1.780 0.008 0.000 0.000
Cl 3.035 5.353 -2.844 -0.001 0.002 -0.006
C -2.778 -1.703 -4.334 -0.002 -0.058 0.082
Ge -1.624 -0.582 -3.220 0.104 -0.103 -0.060
C 0.261 -0.859 -3.580 -0.012 0.091 -0.002
C -2.163 1.297 -3.315 -0.084 -0.029 -0.009
C -2.060 -0.775 -1.313 0.118 -0.029 -0.008
H -2.651 -1.427 -5.380 0.014 0.022 0.002
H -3.828 -1.575 -4.071 -0.001 0.009 0.003
H -2.517 -2.756 -4.226 -0.008 -0.001 -0.001
H 0.473 -0.608 -4.620 0.016 0.000 0.006
H 0.545 -1.892 -3.394 -0.016 -0.017 -0.005
H 0.843 -0.209 -2.927 -0.014 0.004 0.020
H -2.270 1.590 -4.360 0.050 0.027 0.001
H -1.391 1.890 -2.831 0.009 0.055 0.013
H -3.122 1.466 -2.821 -0.020 -0.025 -0.029
H -3.133 -0.776 -1.076 -0.038 0.199 -0.126
```
Forces are in eV/Å.

Results
E_HOMO (eV): -6.85
ΔE to the lowest compared entry with this formula, charge and spin (kcal/mol): 37.9
Largest force on an atom (eV Å⁻¹): 0.30
LUMO level (Ha): -0.0570
HOMO-LUMO gap (eV): 5.30

***

DFT (ωB97M-V with the def2-TZVPD basis set) results for an isolated ion of composition C6H8N3O and charge +1 at a distorted geometry.

The geometry in XYZ format:
```
18
Properties=species:S:1:pos:R:3:forces:R:3
C 1.784 -1.000 0.376 0.327 1.034 0.816
C 0.598 -0.415 -0.292 -1.049 -0.154 -0.646
N 0.696 0.712 -0.955 -0.938 0.879 -0.452
C -0.355 1.671 -1.186 -0.667 -0.751 1.364
N -1.179 1.856 -0.256 -0.540 -0.004 -0.267
C -1.209 1.284 0.971 1.605 -0.165 0.159
C -1.438 -0.033 1.334 0.940 2.590 -0.086
O -2.055 -0.999 0.689 -1.072 -1.469 -1.075
N -1.618 -1.554 -0.537 -3.324 -0.110 1.217
C -0.509 -1.242 -0.923 3.587 -0.067 0.599
H 2.215 -1.766 -0.159 0.733 -1.853 -2.295
H 1.576 -1.616 1.229 -0.712 0.341 0.972
H 2.669 -0.366 0.568 -0.950 0.362 0.084
H 1.595 1.046 -1.095 2.177 1.185 -0.057
H -0.448 2.344 -2.008 0.778 -0.163 -1.058
H -0.731 2.047 1.654 -1.116 -1.271 0.057
H -1.448 -0.196 2.381 0.255 -0.367 0.937
H -0.142 -1.772 -1.793 -0.035 -0.015 -0.272
```
Forces are in eV/Å.

Results
E_HOMO (eV): -13.51
ΔE to the lowest compared entry with this formula, charge and spin (kcal/mol): 136.7
Largest force on an atom (eV Å⁻¹): 3.64
LUMO level (Ha): -0.1993
HOMO-LUMO gap (eV): 8.09
Net charge: +1